Entry from OMol25: a cluster of 4 separate species, C16H35NO12S in total at a distorted geometry (wB97M-V/def2-TZVPD).

Output
Net charge   0
LUMO level   -0.7 eV
DFT total energy   -54039.790 eV
Frontier orbital gap   8.52 eV
HOMO   -9.251 eV
2S+1   1

Last column: Mulliken charge in e.
Positions of all 65 atoms, in Å:
1 N -7.949 -1.731 -5.860  -0.390
2 C -7.370 -0.850 -5.072  0.402
3 O -6.428 0.049 -4.388  -0.161
4 O -6.137 -0.403 -3.175  -0.124
5 S -4.925 0.663 -2.625  0.839
6 O -4.400 1.368 -3.935  -0.514
7 O -3.556 -0.146 -2.010  -0.323
8 C -3.729 -0.535 -0.596  -0.343
9 C -2.295 -1.219 -0.099  -0.359
10 O -1.510 -0.308 0.749  -0.308
11 C -0.108 -0.806 0.645  0.436
12 O 0.901 -0.233 1.344  -0.487
13 H -3.984 0.383 0.098  0.284
14 H -4.581 -1.340 -0.447  0.305
15 H -1.661 -1.402 -1.092  0.308
16 H -2.488 -2.280 0.368  0.283
17 H 0.201 -1.757 -0.001  0.160
18 C 3.145 -4.575 4.161  -0.671
19 O 3.150 -5.714 3.307  -0.375
20 C 1.840 -6.042 2.833  -0.498
21 C 1.625 -5.540 1.400  -0.525
22 O 1.628 -4.113 1.343  -0.270
23 C 2.871 -3.592 0.885  -0.956
24 H 4.175 -4.222 4.266  0.242
25 H 2.541 -3.761 3.756  0.266
26 H 2.768 -4.856 5.149  0.319
27 H 1.071 -5.649 3.509  0.310
28 H 1.764 -7.134 2.837  0.368
29 H 0.639 -5.872 1.058  0.360
30 H 2.374 -5.961 0.719  0.344
31 H 2.945 -3.716 -0.199  0.364
32 H 3.724 -4.077 1.370  0.495
33 H 2.902 -2.524 1.120  0.218
34 C -5.870 7.454 -0.612  -0.706
35 O -4.574 6.889 -0.441  -0.369
36 C -4.608 5.675 0.315  -0.659
37 C -4.522 4.446 -0.600  -0.241
38 O -5.681 4.331 -1.427  -0.372
39 C -5.451 4.803 -2.750  -0.780
40 H -5.813 8.207 -1.404  0.248
41 H -6.610 6.706 -0.901  0.299
42 H -6.183 7.943 0.315  0.324
43 H -5.504 5.633 0.946  0.339
44 H -3.734 5.684 0.973  0.373
45 H -4.483 3.547 0.024  0.231
46 H -3.609 4.471 -1.207  0.370
47 H -4.878 4.061 -3.312  0.318
48 H -4.922 5.761 -2.759  0.363
49 H -6.421 4.941 -3.238  0.261
50 C 5.791 1.629 0.684  -0.667
51 O 7.087 1.063 0.855  -0.384
52 C 7.053 -0.151 1.611  -0.498
53 C 7.140 -1.379 0.696  -0.472
54 O 5.980 -1.495 -0.131  -0.283
55 C 6.210 -1.022 -1.454  -0.810
56 H 5.849 2.381 -0.107  0.253
57 H 5.052 0.880 0.395  0.267
58 H 5.478 2.118 1.611  0.316
59 H 6.157 -0.193 2.242  0.307
60 H 7.927 -0.142 2.269  0.374
61 H 7.179 -2.278 1.320  0.366
62 H 8.053 -1.354 0.089  0.332
63 H 6.784 -1.765 -2.016  0.304
64 H 6.740 -0.065 -1.463  0.362
65 H 5.241 -0.885 -1.941  0.235

---

Entry from OMol25: the molecule C5H10N2OS at a distorted geometry (wB97M-V/def2-TZVPD).

Output
Net charge   0
LUMO level   0.6 eV
DFT total energy   -21208.817 eV
Frontier orbital gap   10.01 eV
HOMO   -9.427 eV
SMILES string   C[C@H](O)C[C@@](N)(S)C#N
2S+1   1
Energy relative to the best compared isomer or geometry (same formula, charge and spin)   0.0 kJ/mol

Last column: Mulliken charge in e.
Positions of all 19 atoms, in Å:
1 C -1.940 0.316 -0.576  -1.372
2 C -0.584 0.563 0.091  0.435
3 O -0.192 1.912 -0.050  -0.520
4 C 0.490 -0.289 -0.552  -1.062
5 C 2.079 0.171 0.239  0.535
6 N 1.937 0.002 1.626  -0.456
7 S 3.352 -0.935 -0.594  -0.197
8 C 2.412 1.510 -0.153  -0.078
9 N 2.780 2.547 -0.467  -0.459
10 H -1.899 0.646 -1.612  0.346
11 H -2.719 0.879 -0.063  0.402
12 H -2.197 -0.739 -0.546  0.343
13 H -0.645 0.307 1.162  0.220
14 H -0.861 2.481 0.346  0.310
15 H 0.628 -0.061 -1.603  0.371
16 H 0.364 -1.347 -0.363  0.541
17 H 2.646 0.489 2.161  0.244
18 H 1.878 -0.968 1.904  0.276
19 H 2.594 -2.040 -0.530  0.120

---

Please write out number 1 again, unchanged.
Entry from OMol25: a cluster of 4 separate species, C16H35NO12S in total at a distorted geometry (wB97M-V/def2-TZVPD).

Output
Net charge   0
LUMO level   -0.7 eV
DFT total energy   -54039.790 eV
Frontier orbital gap   8.52 eV
HOMO   -9.251 eV
2S+1   1

Last column: Mulliken charge in e.
Positions of all 65 atoms, in Å:
1 N -7.949 -1.731 -5.860  -0.390
2 C -7.370 -0.850 -5.072  0.402
3 O -6.428 0.049 -4.388  -0.161
4 O -6.137 -0.403 -3.175  -0.124
5 S -4.925 0.663 -2.625  0.839
6 O -4.400 1.368 -3.935  -0.514
7 O -3.556 -0.146 -2.010  -0.323
8 C -3.729 -0.535 -0.596  -0.343
9 C -2.295 -1.219 -0.099  -0.359
10 O -1.510 -0.308 0.749  -0.308
11 C -0.108 -0.806 0.645  0.436
12 O 0.901 -0.233 1.344  -0.487
13 H -3.984 0.383 0.098  0.284
14 H -4.581 -1.340 -0.447  0.305
15 H -1.661 -1.402 -1.092  0.308
16 H -2.488 -2.280 0.368  0.283
17 H 0.201 -1.757 -0.001  0.160
18 C 3.145 -4.575 4.161  -0.671
19 O 3.150 -5.714 3.307  -0.375
20 C 1.840 -6.042 2.833  -0.498
21 C 1.625 -5.540 1.400  -0.525
22 O 1.628 -4.113 1.343  -0.270
23 C 2.871 -3.592 0.885  -0.956
24 H 4.175 -4.222 4.266  0.242
25 H 2.541 -3.761 3.756  0.266
26 H 2.768 -4.856 5.149  0.319
27 H 1.071 -5.649 3.509  0.310
28 H 1.764 -7.134 2.837  0.368
29 H 0.639 -5.872 1.058  0.360
30 H 2.374 -5.961 0.719  0.344
31 H 2.945 -3.716 -0.199  0.364
32 H 3.724 -4.077 1.370  0.495
33 H 2.902 -2.524 1.120  0.218
34 C -5.870 7.454 -0.612  -0.706
35 O -4.574 6.889 -0.441  -0.369
36 C -4.608 5.675 0.315  -0.659
37 C -4.522 4.446 -0.600  -0.241
38 O -5.681 4.331 -1.427  -0.372
39 C -5.451 4.803 -2.750  -0.780
40 H -5.813 8.207 -1.404  0.248
41 H -6.610 6.706 -0.901  0.299
42 H -6.183 7.943 0.315  0.324
43 H -5.504 5.633 0.946  0.339
44 H -3.734 5.684 0.973  0.373
45 H -4.483 3.547 0.024  0.231
46 H -3.609 4.471 -1.207  0.370
47 H -4.878 4.061 -3.312  0.318
48 H -4.922 5.761 -2.759  0.363
49 H -6.421 4.941 -3.238  0.261
50 C 5.791 1.629 0.684  -0.667
51 O 7.087 1.063 0.855  -0.384
52 C 7.053 -0.151 1.611  -0.498
53 C 7.140 -1.379 0.696  -0.472
54 O 5.980 -1.495 -0.131  -0.283
55 C 6.210 -1.022 -1.454  -0.810
56 H 5.849 2.381 -0.107  0.253
57 H 5.052 0.880 0.395  0.267
58 H 5.478 2.118 1.611  0.316
59 H 6.157 -0.193 2.242  0.307
60 H 7.927 -0.142 2.269  0.374
61 H 7.179 -2.278 1.320  0.366
62 H 8.053 -1.354 0.089  0.332
63 H 6.784 -1.765 -2.016  0.304
64 H 6.740 -0.065 -1.463  0.362
65 H 5.241 -0.885 -1.941  0.235

---

Which formula does entry 1 have?
C16H35NO12S

---

What is the 2S+1 in the second record?
1